Entry 1:
{"formula": "C3H6Cl2F2N2", "method": "ωB97M-V/def2-TZVPD", "e_lumo_ha": 0.023, "homo_energy_ev": -8.682, "symbols": ["C", "C", "C", "N", "N", "F", "F", "Cl", "Cl", "H", "H", "H", "H", "H", "H"], "coordinates": [[1.65, -0.06, -0.10], [-0.27, -0.82, -0.18], [-1.27, 0.23, 0.34], [1.94, 0.29, -1.45], [-1.06, 0.44, 1.66], [-0.46, -0.95, -1.51], [-0.36, -2.00, 0.42], [-1.05, 1.71, -0.58], [-3.14, -0.35, 0.01], [1.42, 0.84, 0.61], [2.02, -1.01, 0.20], [1.71, -0.45, -2.09], [1.62, 1.21, -1.59], [-1.52, 1.28, 2.00], [-1.24, -0.35, 2.26]], "nbo_charge": [-0.183, 0.574, 0.136, -0.815, -0.836, -0.350, -0.334, 0.020, -0.215, 0.231, 0.202, 0.392, 0.381, 0.393, 0.404]}



Entry 2:
{"formula": "C33H48BCl12NO4", "method": "ωB97M-V/def2-TZVPD", "e_lumo_ha": -0.010, "homo_energy_ev": -9.143, "symbols": ["C", "O", "C", "C", "C", "C", "C", "C", "C", "C", "C", "B", "N", "O", "C", "C", "C", "C", "O", "C", "C", "C", "C", "C", "C", "C", "O", "H", "H", "H", "H", "H", "H", "H", "H", "H", "H", "H", "H", "H", "H", "H", "H", "H", "H", "H", "H", "H", "H", "H", "H", "Cl", "C", "C", "Cl", "H", "H", "H", "H", "Cl", "C", "C", "Cl", "H", "H", "H", "H", "Cl", "C", "C", "Cl", "H", "H", "H", "H", "Cl", "C", "C", "Cl", "H", "H", "H", "H", "Cl", "C", "C", "Cl", "H", "H", "H", "H", "Cl", "C", "C", "Cl", "H", "H", "H", "H"], "coordinates": [[3.59, -2.73, 1.83], [4.37, -2.88, 0.65], [3.57, -3.04, -0.52], [3.91, -1.97, -1.59], [4.31, -0.58, -1.03], [3.21, 0.18, -0.21], [1.75, -0.22, -0.60], [0.84, 0.95, -0.11], [-0.63, 0.56, -0.04], [-1.31, 0.50, 1.17], [-2.64, 0.13, 1.29], [-3.42, 0.02, 2.68], [-2.92, -0.89, 3.68], [-4.58, 0.74, 2.96], [-3.35, -0.21, 0.14], [-2.71, -0.17, -1.08], [-1.37, 0.21, -1.18], [-0.74, 0.20, -2.57], [0.00, 1.06, -2.98], [-1.16, -0.99, -3.42], [-0.27, -1.65, -4.25], [-0.75, -2.73, -4.96], [-2.06, -3.15, -4.83], [-2.97, -2.48, -4.01], [-2.49, -1.38, -3.31], [-3.38, -0.57, -2.39], [-4.51, -0.22, -2.68], [3.27, -3.71, 2.22], [4.24, -2.28, 2.59], [2.68, -2.12, 1.66], [2.50, -3.11, -0.29], [3.87, -4.01, -0.95], [3.13, -1.89, -2.35], [4.81, -2.35, -2.11], [4.58, 0.09, -1.87], [5.20, -0.68, -0.41], [3.32, 1.26, -0.39], [3.32, -0.02, 0.87], [1.71, -0.34, -1.68], [1.44, -1.14, -0.08], [0.99, 1.78, -0.81], [1.13, 1.25, 0.91], [-0.72, 0.74, 2.06], [-3.60, -1.60, 3.95], [-2.11, -1.42, 3.35], [-5.31, 0.16, 3.18], [-4.40, -0.51, 0.18], [0.76, -1.27, -4.29], [-0.08, -3.26, -5.64], [-2.35, -4.03, -5.40], [-4.00, -2.81, -3.91], [0.34, 1.95, 4.29], [2.03, 2.14, 4.84], [3.02, 1.99, 3.70], [3.08, 0.31, 3.09], [2.21, 1.41, 5.62], [2.12, 3.14, 5.26], [4.02, 2.24, 4.05], [2.77, 2.64, 2.87], [0.64, 5.27, 6.49], [-0.89, 4.35, 6.49], [-1.50, 4.25, 7.87], [-0.52, 3.23, 8.96], [-0.69, 3.36, 6.08], [-1.58, 4.86, 5.82], [-2.49, 3.80, 7.81], [-1.60, 5.24, 8.33], [2.48, -1.06, -7.08], [1.53, 0.31, -7.72], [0.06, -0.02, -7.85], [-0.25, -1.23, -9.13], [1.96, 0.59, -8.68], [1.66, 1.14, -7.03], [-0.49, 0.87, -8.12], [-0.34, -0.41, -6.92], [-2.15, 1.95, -5.56], [-3.76, 2.71, -5.53], [-4.87, 1.69, -5.43], [-5.02, 0.72, -6.92], [-3.86, 3.32, -6.42], [-3.79, 3.37, -4.66], [-5.83, 2.20, -5.29], [-4.72, 1.01, -4.60], [-3.13, -4.61, -2.59], [-3.55, -5.50, -1.09], [-5.04, -5.64, -0.92], [-5.83, -4.08, -0.58], [-3.10, -4.97, -0.26], [-3.09, -6.48, -1.17], [-5.25, -6.29, -0.07], [-5.51, -6.07, -1.80], [3.18, 3.59, 7.64], [4.86, 3.77, 8.17], [5.84, 3.61, 7.03], [5.89, 1.94, 6.42], [5.05, 3.04, 8.96], [4.96, 4.77, 8.60], [6.85, 3.85, 7.37], [5.59, 4.27, 6.20]], "mulliken_charge": [-0.439, -0.399, -0.570, -0.317, -1.139, 0.218, 0.573, -0.515, -0.085, -0.411, 0.122, 0.514, -0.590, -0.583, -1.131, 0.708, 0.300, 0.037, -0.649, 0.635, -0.927, -0.912, -0.363, -2.035, 1.889, -0.075, -0.725, 0.321, 0.222, 0.097, 0.326, 0.429, 0.046, 0.437, 0.367, 0.416, 0.594, -0.792, -0.164, 0.169, 0.460, -0.008, 0.125, 0.235, 0.235, 0.293, 0.421, 0.755, 0.513, 0.511, 0.831, -0.289, -0.017, -0.686, -0.168, 0.331, 0.027, 0.316, 0.359, -0.169, -0.134, -0.459, -0.184, 0.009, 0.355, 0.308, 0.327, -0.195, -0.455, 0.139, -0.206, 0.390, 0.276, 0.291, -0.239, -0.084, -0.601, 0.106, -0.205, 0.382, 0.306, 0.344, -0.196, -0.088, -0.508, -0.450, -0.166, 0.288, 0.312, 0.330, 0.319, -0.069, -0.542, -0.484, -0.178, 0.328, 0.294, 0.340, 0.323]}



Entry 3:
{"formula": "C4H7NO", "method": "ωB97M-V/def2-TZVPD", "e_lumo_ha": 0.017, "homo_energy_ev": -9.919, "symbols": ["C", "C", "C", "N", "H", "H", "H", "C", "O", "H", "H", "H", "H"], "coordinates": [[0.51, -1.31, 0.27], [1.57, -0.66, -0.23], [2.10, 0.50, 0.42], [2.52, 1.43, 0.97], [0.02, -0.99, 1.19], [0.07, -2.16, -0.23], [2.05, -0.99, -1.15], [-1.71, 0.84, 0.02], [-1.23, -0.10, -0.91], [-2.37, 0.32, 0.72], [-0.91, 1.32, 0.60], [-2.28, 1.62, -0.50], [-0.34, 0.17, -1.17]], "nbo_charge": [-0.225, -0.416, 0.248, -0.314, 0.211, 0.220, 0.245, -0.261, -0.716, 0.179, 0.174, 0.177, 0.478]}



Entry 4:
{"formula": "C7H12O", "method": "ωB97M-V/def2-TZVPD", "e_lumo_ha": 0.041, "homo_energy_ev": -8.593, "symbols": ["C", "C", "O", "C", "C", "C", "C", "C", "H", "H", "H", "H", "H", "H", "H", "H", "H", "H", "H", "H"], "coordinates": [[-1.48, 1.05, 0.09], [-1.68, -0.27, 0.44], [-0.87, -1.41, 0.43], [0.50, -1.85, 0.76], [1.47, -1.27, -0.18], [1.00, 0.20, -0.18], [1.12, 1.49, -0.86], [-0.34, 2.04, -0.56], [-2.33, 1.55, 0.40], [-2.61, -0.40, 0.95], [0.76, -1.59, 1.78], [0.38, -2.90, 0.71], [1.46, -1.69, -1.17], [2.55, -1.53, 0.10], [0.06, -0.04, -0.62], [0.87, 0.57, 0.92], [1.39, 1.45, -1.93], [1.84, 2.19, -0.31], [-0.69, 2.34, -1.49], [-0.35, 2.91, 0.15]], "nbo_charge": [-0.294, 0.135, -0.590, -0.027, -0.431, -0.406, -0.387, -0.419, 0.202, 0.186, 0.177, 0.201, 0.210, 0.207, 0.218, 0.187, 0.206, 0.195, 0.215, 0.214]}



Entry 5:
{"formula": "C3H5N2O2", "method": "ωB97M-V/def2-TZVPD", "e_lumo_ha": [0.129, 0.148], "total_charge": -1, "homo_energy_ev": [-3.737, -3.657], "symbols": ["C", "C", "C", "N", "N", "O", "O", "H", "H", "H", "H", "H"], "coordinates": [[2.21, -0.78, -0.24], [1.14, 0.06, -0.53], [0.48, 0.68, 0.54], [-1.95, -0.19, 1.06], [-2.55, 0.09, 0.00], [-3.55, -0.72, -0.03], [-2.28, 0.93, -0.85], [2.76, -1.23, -1.03], [2.48, -0.83, 0.76], [0.99, 0.25, -1.64], [0.63, 0.29, 1.58], [-0.37, 1.45, 0.36]], "nbo_charge": [-0.410, -0.278, -0.343, -0.279, 0.476, -0.580, -0.565, 0.172, 0.169, 0.207, 0.190, 0.242]}



Entry 6:
{"formula": "C4H8O3S", "method": "ωB97M-V/def2-TZVPD", "e_lumo_ha": -0.059, "homo_energy_ev": -8.711, "symbols": ["C", "C", "C", "C", "H", "H", "H", "H", "H", "H", "H", "H", "O", "O", "O", "S"], "coordinates": [[0.01, 0.67, 1.34], [-0.09, -0.27, 0.16], [0.72, 0.41, -1.05], [-0.77, 0.39, -0.95], [1.14, 0.15, 3.20], [-0.80, 1.05, 2.00], [0.26, 1.71, 1.04], [0.89, -2.05, 0.35], [1.24, 1.34, -0.85], [1.20, -1.37, -1.97], [-1.08, 1.38, -0.83], [-3.51, -0.73, -1.06], [1.10, 0.10, 2.16], [-0.32, -1.67, 0.30], [1.57, -0.35, -1.76], [-1.55, -0.74, -2.09]], "nbo_charge": [-0.079, 0.145, 0.122, -0.452, 0.493, 0.181, 0.167, 0.473, 0.203, 0.487, 0.233, 0.094, -0.782, -0.648, -0.688, 0.052]}



How do the records compare in strongest force on any atom? In the order shown, they have 4.55; 1.58; 1.11; 3.60; 3.03; 6.92 eV Å⁻¹.